The following is a DFT calculation (ωB97M-V/def2-TZVPD) of 9 unconnected molecules or ions with the total composition C14H50BNO14 at a distorted geometry.

XYZ file:
```
80
Properties=species:S:1:pos:R:3:forces:R:3:lowdin_charge:R:1
N -2.046625 -1.212507 -3.182757 0.51 0.52 -1.07 0.3582
H -2.108319 -1.073030 -4.181171 -0.37 0.47 -0.59 0.1512
H -2.896758 -0.903347 -2.733532 -0.51 -0.54 0.40 0.1610
H -1.317211 -0.587901 -2.869847 0.91 0.32 0.69 0.1536
H -1.761791 -2.179812 -3.125384 -0.16 -0.50 1.06 0.1586
B 0.528568 0.959887 -0.061953 0.02 -0.10 -0.03 -0.4677
H 0.834613 1.615426 0.738585 1.13 2.50 3.09 -0.1087
H -0.221255 0.242346 0.233262 -3.35 -2.97 1.65 -0.1383
H 0.101497 1.498686 -0.893542 -1.74 2.54 -3.56 -0.1355
H 1.326987 0.345031 -0.447585 3.57 -2.31 -1.51 -0.1256
C -4.486408 -3.756694 3.264011 -1.98 0.10 0.23 -0.2682
C -5.293711 -4.358071 2.080892 1.20 0.19 0.08 -0.1983
O -4.441784 -4.363356 0.885138 -0.70 -0.28 1.02 -0.0968
O -3.452415 -4.564759 3.758518 0.64 0.19 -1.14 -0.0482
H -5.095904 -3.625599 4.158119 -0.67 0.22 -0.31 0.1157
H -4.175765 -2.765990 2.932180 0.42 0.08 0.10 0.1172
H -6.187652 -3.782003 1.841871 0.13 0.13 0.14 0.1120
H -5.578832 -5.384080 2.313527 -0.12 -0.03 0.03 0.1131
H -3.993960 -5.207049 0.981186 0.36 -0.03 -0.41 0.0692
H -2.740432 -4.319986 3.162893 0.76 -0.54 0.24 0.0838
C -4.166410 2.546117 3.111534 0.49 -0.28 -0.72 -0.2475
C -4.658513 2.171607 4.477028 0.27 -0.37 0.98 -0.2712
O -5.943151 1.607217 4.498132 -1.13 -0.48 -0.72 -0.0727
O -2.958103 3.296615 3.231405 -0.42 0.37 0.19 -0.0627
H -4.957708 3.087086 2.592595 0.10 0.39 -0.08 0.1173
H -3.899097 1.697423 2.481964 -0.56 -0.44 0.16 0.1202
H -4.727616 3.064789 5.097960 0.72 0.19 0.07 0.1230
H -4.017234 1.402995 4.908398 0.69 0.48 0.17 0.1231
H -5.980247 1.028411 5.263119 -0.16 0.04 -0.10 0.0821
H -2.257931 2.800344 2.801214 0.07 0.07 0.00 0.0859
C -1.516282 7.319596 -1.724776 0.83 -1.24 0.10 -0.2305
C -2.853726 6.723172 -2.087754 0.23 -0.54 1.54 -0.2693
O -3.758965 7.792873 -1.876306 -0.76 0.01 -0.81 -0.0648
O -0.423032 6.357980 -1.807407 -0.65 1.21 -0.48 -0.0723
H -1.644431 7.688937 -0.707299 0.28 0.08 0.13 0.1168
H -1.321734 8.186972 -2.355576 0.39 -0.27 -0.14 0.1229
H -3.078832 5.953069 -1.349945 0.09 -0.26 0.28 0.1127
H -2.890793 6.139350 -3.007463 -0.20 0.90 -0.67 0.1187
H -4.304019 7.578509 -1.115673 -0.04 0.06 -0.13 0.0869
H -0.587859 5.615467 -1.221654 -0.15 0.01 0.18 0.0779
C 7.068540 1.330201 0.648839 0.29 -1.36 1.08 -0.3174
C 8.150743 2.351795 0.688577 0.26 -0.59 -0.19 -0.2614
O 7.665473 3.602418 1.139592 0.49 -0.03 -0.38 -0.0424
O 6.192217 1.567314 -0.384507 -1.20 0.41 -0.73 -0.0335
H 6.548257 1.256565 1.603815 -0.18 0.49 0.40 0.1199
H 7.430312 0.307994 0.537899 0.87 -0.17 -0.08 0.1149
H 8.549764 2.370258 -0.325602 -0.14 0.88 -0.14 0.1237
H 8.991191 1.973164 1.270283 0.04 0.08 0.47 0.1147
H 7.459306 3.485442 2.069866 -0.09 0.12 0.09 0.0846
H 5.365827 1.184202 -0.081330 -0.40 0.18 -0.53 0.0957
C 1.091587 -6.554262 -1.962733 -0.11 -0.60 0.41 -0.2622
C 1.338836 -7.309875 -0.694573 0.99 -1.74 0.14 -0.3046
O 0.459036 -7.083914 0.357314 -0.21 1.08 0.07 -0.0373
O 1.203068 -5.159542 -1.807112 -0.42 0.52 -0.01 -0.0602
H 0.059821 -6.787732 -2.225528 0.04 0.29 -0.53 0.1236
H 1.813744 -6.954108 -2.674583 -0.19 0.07 -0.47 0.1208
H 2.366927 -7.156208 -0.366690 0.37 0.27 0.11 0.1198
H 1.281195 -8.386679 -0.853527 0.00 -0.09 -0.57 0.1243
H 0.652888 -6.156474 0.511916 -0.66 0.42 0.82 0.0829
H 2.119468 -4.884491 -1.728700 0.15 -0.16 0.03 0.0926
C 0.444478 3.314813 -8.312120 0.32 -0.39 1.04 -0.2455
C 0.757979 2.828992 -6.899111 -1.75 -0.02 0.37 -0.2406
O 1.022767 1.415669 -6.900819 0.61 0.49 -0.02 -0.0822
O -0.645821 2.573690 -8.839422 0.35 0.13 -0.12 -0.0604
H 1.399746 3.182115 -8.820017 -0.22 0.21 -0.93 0.1151
H 0.091160 4.345707 -8.289135 0.43 0.05 -0.08 0.1244
H -0.177055 2.938136 -6.349639 -0.04 0.21 0.33 0.1105
H 1.533123 3.357510 -6.344206 0.08 0.24 -0.40 0.1256
H 1.900449 1.392637 -6.512568 0.09 -0.73 -0.11 0.0809
H -0.429399 1.643075 -8.745976 0.09 -0.21 -0.02 0.0721
C 2.744492 -2.474476 4.309451 0.10 -1.54 0.67 -0.1762
C 2.773094 -3.271358 5.712057 -0.66 -0.14 -1.90 -0.2442
O 3.867667 -2.962755 6.526158 0.76 1.03 -0.06 -0.0723
O 1.625557 -2.975960 3.478069 1.01 0.86 1.52 -0.0988
H 3.630042 -2.673405 3.705864 0.37 -0.11 0.42 0.1036
H 2.742444 -1.402618 4.507432 -0.55 0.05 -0.05 0.1105
H 2.860442 -4.335792 5.494221 -0.48 -0.15 -0.35 0.1080
H 1.815351 -3.079156 6.195702 -0.07 0.04 0.07 0.1121
H 3.699612 -3.188177 7.444052 -0.22 -0.03 -0.13 0.0858
H 1.488511 -2.260437 2.852887 -0.29 0.03 -0.26 0.0706
```
Forces are in eV/Å.

Properties
LUMO level = -0.0624 Ha
ΔE to the lowest compared entry with this formula, charge and spin = 6.212 eV
frontier orbital gap = 6.18 eV
net charge = 0